Computed, not measured: a cluster of 8 separate species, C57H60BrF3O21P3 in total, with ωB97M-V/def2-TZVPD.

Structure (XYZ):
```
145
Properties=species:S:1:pos:R:3:forces:R:3
C 5.053813 5.334124 3.242998 0.09 -0.25 -0.17
C 4.853833 5.483958 1.623493 1.09 0.06 -0.42
C 4.579600 4.018775 0.865855 0.68 0.70 -0.91
C 3.077029 3.994124 0.158549 0.91 2.44 0.37
C 3.335235 4.541773 -1.355277 1.05 0.56 0.12
P 2.095506 2.388942 0.380384 -0.63 -2.80 1.77
O 3.534152 1.456968 -0.050958 -1.57 -1.45 -0.33
C 3.239637 0.026616 -0.181389 1.20 -0.91 -0.35
C 3.213542 -0.824112 1.220389 0.37 -0.81 -0.75
O 1.819008 -1.339293 1.361710 1.75 -1.05 1.78
C 1.744091 -2.405982 2.370719 -1.65 -0.71 0.76
C 0.114301 -2.719624 2.575813 0.70 0.88 -0.84
C 1.239872 2.305524 -1.350483 -2.34 -0.75 -1.82
F 0.203647 1.202616 -1.259358 2.54 2.91 -1.02
F 0.392494 3.520177 -1.647837 2.53 -3.38 -0.50
F 2.110455 1.887712 -2.463182 -2.85 1.50 2.18
O 2.481506 2.168044 2.105643 -1.09 3.68 1.77
C 1.840761 3.260008 2.913127 0.90 0.71 -0.09
C 0.304292 3.319000 2.284938 1.88 -1.12 -1.20
C -0.424584 2.109764 3.131406 -0.67 -1.04 0.48
C -1.702904 2.588100 4.046816 -1.19 -0.80 -0.15
C -2.026708 1.551073 5.318731 2.52 1.06 -0.45
Br -3.934771 0.935362 5.223676 1.53 0.21 0.39
P -0.574235 5.058400 2.241904 0.30 -0.21 1.39
P -2.555003 4.678483 1.366675 -5.76 -1.35 0.25
O -3.712120 4.836925 2.473568 4.07 -0.29 -3.65
O -2.689787 3.033132 0.720450 -0.36 3.38 -0.13
O -2.957640 5.739452 0.032181 -0.85 -1.94 1.97
O 0.532727 3.131884 0.818067 0.13 0.39 2.93
H 4.552044 6.238165 3.791756 0.89 -1.89 -0.82
H 4.597324 4.297435 3.547744 0.66 2.18 -0.28
H 6.198888 5.292470 3.569247 -2.44 0.18 -0.88
H 5.878998 5.928334 1.202455 -2.21 -0.92 0.80
H 4.032323 6.290870 1.314401 1.58 -1.90 0.86
H 5.384526 3.997602 -0.016497 -1.83 -0.22 1.83
H 4.821261 3.097473 1.534282 -0.74 1.83 -1.01
H 2.466612 4.854413 0.719247 1.15 -1.91 -1.25
H 2.421264 5.056387 -1.873519 1.61 -1.42 0.94
H 3.845876 3.691885 -1.990113 -1.32 1.67 1.09
H 4.168268 5.393582 -1.263370 -1.79 -1.71 -0.16
H 1.339312 1.150634 0.615638 0.92 0.55 -0.57
H 2.266341 -0.231955 -0.788411 1.69 0.71 1.35
H 4.135839 -0.436250 -0.821814 -1.73 1.13 1.30
H 3.904696 -1.784899 1.105525 -1.45 2.25 0.20
H 3.589057 -0.231598 2.158172 -1.03 -0.79 -1.81
H 2.262575 -3.412048 2.062605 -0.79 2.09 0.31
H 2.164614 -2.110538 3.429411 -0.56 -0.19 -2.08
H -0.400433 -1.678137 2.833640 0.99 -2.36 -0.51
H -0.090186 -3.508737 3.415043 0.45 1.50 -1.63
H -0.292891 -3.094346 1.522835 0.72 0.75 2.37
H 2.368406 4.323936 2.839533 -0.83 -2.12 -0.41
H 1.958916 3.044969 4.075011 -0.73 0.01 -2.48
H -0.749481 1.231011 2.394683 0.54 2.12 1.43
H 0.338758 1.592358 3.889704 -1.32 1.34 -1.88
H -1.585717 3.644928 4.543375 -0.21 -1.94 -1.37
H -2.663945 2.513844 3.343196 2.12 0.72 1.67
H -1.782013 2.102748 6.348850 -1.03 -1.38 -2.25
H -1.274449 0.660163 5.220642 -1.88 1.32 0.29
H 0.087519 5.913080 1.289617 -0.24 -1.10 -0.16
H -3.404030 3.004780 0.005175 1.25 0.11 1.53
H -3.977643 5.737545 -0.002170 2.22 0.03 0.36
C -5.446072 7.240905 3.903220 -0.20 -0.28 0.02
C -6.662386 6.876019 4.320070 0.27 0.01 -0.10
C -7.583444 7.848785 4.940223 -0.58 -0.49 0.13
O -8.696136 7.515245 5.323864 0.51 0.30 -0.13
C -7.109214 9.239929 5.080318 0.35 0.39 -0.05
C -5.892900 9.604815 4.663468 -0.46 0.19 0.24
C -4.971841 8.632049 4.043315 0.80 0.01 -0.33
O -3.859150 8.965589 3.659675 -0.74 -0.06 0.28
H -4.757907 6.539832 3.446959 0.10 -0.13 -0.07
H -7.025176 5.859697 4.223691 -0.01 -0.01 -0.01
H -7.797379 9.941003 5.536579 -0.02 -0.03 0.00
H -5.530109 10.621138 4.759847 0.02 -0.02 -0.01
C 6.174107 -5.323291 0.752056 0.34 -0.29 -0.17
C 6.833890 -5.969273 -0.214235 0.12 0.13 0.43
C 6.511562 -5.752969 -1.638499 0.08 -0.03 -0.17
O 7.113583 -6.345290 -2.523506 -0.21 0.16 0.29
C 5.433621 -4.794505 -1.953450 0.08 0.12 0.07
C 4.773838 -4.148523 -0.987158 0.08 -0.11 -0.36
C 5.096166 -4.364827 0.437106 -0.43 0.38 0.50
O 4.494145 -3.772506 1.322113 0.57 -0.73 -0.49
H 6.397504 -5.470924 1.801603 -0.02 0.02 -0.02
H 7.627541 -6.674843 0.000492 -0.15 0.14 -0.01
H 5.210224 -4.646872 -3.002996 0.31 -0.12 0.47
H 3.980187 -3.442953 -1.201886 0.01 0.02 0.00
C -4.232447 -1.400198 -1.827035 0.15 0.24 0.31
C -4.130015 -0.383946 -0.965022 0.22 -0.39 -0.13
C -5.186100 0.642315 -0.861665 0.17 0.57 0.56
O -5.092243 1.573913 -0.074373 -0.18 -0.52 -0.65
C -6.359825 0.501225 -1.746123 -0.30 -0.24 -0.35
C -6.462257 -0.515026 -2.608135 -0.18 0.43 0.21
C -5.406172 -1.541287 -2.711493 0.10 -0.69 -0.52
O -5.500029 -2.472885 -3.498785 -0.02 0.56 0.45
H -3.466603 -2.160999 -1.915998 -0.03 0.03 -0.02
H -3.275746 -0.266904 -0.309017 0.00 0.07 -0.01
H -7.125669 1.262027 -1.657160 0.03 0.01 0.03
H -7.316526 -0.632069 -3.264141 0.04 -0.03 0.00
C -7.505155 0.300492 5.659516 0.18 0.27 -0.23
C -7.281045 1.396732 4.928518 0.10 -0.36 0.12
C -8.356056 2.372677 4.661883 0.27 0.76 -0.53
O -8.152330 3.375303 3.991250 -0.21 -0.66 0.48
C -9.687116 2.091257 5.235367 -0.36 -0.28 0.26
C -9.911227 0.995017 5.966365 -0.16 0.43 -0.21
C -8.836216 0.019072 6.233000 0.01 -0.70 0.43
O -9.039942 -0.983553 6.903633 0.05 0.58 -0.38
H -6.727975 -0.425770 5.863925 -0.02 0.00 0.02
H -6.310112 1.617714 4.501584 -0.15 0.08 -0.03
H -10.464297 2.817519 5.030959 0.04 0.02 -0.01
H -10.882160 0.774035 6.393300 0.04 -0.02 0.01
C 0.530304 -3.834336 -5.413660 0.14 0.09 0.39
C 1.523705 -3.778815 -4.521249 -0.39 0.06 -0.07
C 2.884569 -4.239691 -4.860148 0.41 0.08 0.47
O 3.793940 -4.191094 -4.043328 -1.11 0.21 -1.06
C 3.105376 -4.762477 -6.223138 -0.13 -0.12 -0.44
C 2.111975 -4.817998 -7.115549 0.47 -0.09 0.12
C 0.751110 -4.357123 -6.776650 -0.58 -0.02 -0.41
O -0.158260 -4.405719 -7.593470 0.58 0.00 0.41
H -0.473755 -3.501111 -5.181115 0.00 0.02 -0.02
H 1.377945 -3.397344 -3.517729 0.03 0.02 -0.03
H 4.109434 -5.095702 -6.455684 -0.01 0.02 0.03
H 2.257735 -5.199469 -8.119069 -0.03 0.02 0.03
C 8.121870 -9.311754 -1.706758 0.00 -0.13 -0.44
C 8.886719 -10.031645 -2.533249 -0.28 0.27 0.15
C 9.839849 -11.033815 -2.017098 0.47 -0.39 -0.66
O 10.541726 -11.691749 -2.772745 -0.42 0.37 0.51
C 9.913809 -11.210679 -0.553181 -0.15 0.12 0.48
C 9.148960 -10.490788 0.273310 0.35 -0.34 -0.04
C 8.195831 -9.488618 -0.242841 -0.42 0.35 0.38
O 7.493953 -8.830684 0.512806 0.45 -0.57 -0.35
H 7.418211 -8.572137 -2.068808 0.09 0.02 0.02
H 8.843649 -9.914160 -3.609427 0.02 -0.02 0.04
H 10.617468 -11.950296 -0.191131 -0.01 0.01 -0.04
H 9.192030 -10.608272 1.349489 -0.02 0.03 -0.03
C -4.219825 -0.618689 -8.001931 -0.32 0.08 -0.38
C -4.496933 -0.805572 -9.295999 -0.11 0.18 0.45
C -3.578997 -1.556118 -10.175366 -0.10 -0.17 -0.80
O -3.830864 -1.725937 -11.360371 0.12 0.12 0.68
C -2.344495 -2.093217 -9.569286 0.24 -0.03 0.38
C -2.067388 -1.906334 -8.275218 0.15 -0.10 -0.40
C -2.985323 -1.155789 -7.395851 0.23 0.11 0.92
O -2.733456 -0.985970 -6.210846 -0.18 -0.13 -0.80
H -4.881923 -0.070004 -7.343281 0.04 -0.02 0.02
H -5.398628 -0.418551 -9.755321 0.04 -0.03 -0.02
H -1.682397 -2.641903 -10.227936 -0.03 0.01 0.01
H -1.165692 -2.293355 -7.815896 -0.13 0.01 -0.04
```
Positions in Å, forces in eV/Å.

Calculated values
Charge: -1
Lowest unoccupied orbital energy (eV): -0.74
Frontier orbital gap (eV): 4.678

---

Computed, not measured: the ion C2H2F2O2P with charge -1, with ωB97M-V/def2-TZVPD.

Structure (XYZ):
```
9
Properties=species:S:1:pos:R:3:forces:R:3
O 0.568698 -1.765998 0.084889 2.26 1.08 -0.18
C 1.179026 -0.653954 -0.113074 -1.40 -0.36 -0.18
O 2.276868 -0.312520 -0.555655 0.12 -0.71 0.24
C 0.200718 0.554553 0.189384 -1.17 -1.73 -0.15
F -0.069750 1.303413 -0.906441 0.41 0.59 -1.33
F 0.696423 1.419473 1.062460 0.75 0.98 1.45
P -1.447447 -0.228248 0.676299 0.62 -0.64 0.50
H -1.246152 -1.056172 -0.438983 -0.88 0.01 -0.02
H -2.158385 0.739452 0.001120 -0.71 0.78 -0.32
```
Positions in Å, forces in eV/Å.

Calculated values
SMILES string: O=C([O-])C(F)(F)P
Charge: -1
Relative energy (zero: lowest compared OMol25 entry of this formula, charge and spin) (kcal/mol): 0.53
Lowest unoccupied orbital energy (eV): 4.36
Frontier orbital gap (eV): 8.930

---

Computed, not measured: a structure of composition C10H14CoO5, with ωB97M-V/def2-TZVPD.

Structure (XYZ):
```
30
Properties=species:S:1:pos:R:3:forces:R:3
Co 1.042286 0.207836 -0.873721 -0.77 -0.28 0.46
O 0.694770 -2.637535 -0.735405 0.69 2.92 -0.16
C 0.924782 -1.515571 -0.821342 -0.27 -6.38 -0.40
C 0.541421 1.784557 -0.399586 -1.70 7.08 2.18
O 0.137581 2.776076 0.048027 1.39 -3.50 -1.68
C -0.308261 0.167661 -1.955642 -4.00 -0.28 -4.47
O -1.281904 0.060497 -2.551411 2.20 0.33 1.54
C 1.887100 0.132561 0.625540 4.25 0.15 6.10
O 2.309887 0.105640 1.705699 -1.60 -0.03 -3.72
C 4.379818 0.484958 -3.646985 0.82 -4.37 -0.77
H 5.071453 -0.089416 -3.029222 -0.09 0.10 -0.02
H 3.868195 -0.065535 -4.437542 0.01 0.10 0.09
C 4.221835 1.800808 -3.489261 -0.25 4.52 0.30
H 3.573517 2.385964 -4.142836 0.04 -0.11 0.06
H 4.776053 2.361019 -2.734950 -0.06 -0.11 -0.05
C -3.593185 -0.513565 0.567025 -0.50 -1.07 0.19
C -2.437370 0.406195 0.882586 0.59 1.09 -0.92
O -1.185506 -0.281168 1.021916 -1.00 -0.28 0.76
C -1.069152 -1.270709 2.053863 1.31 -0.59 -0.58
C -1.259248 -0.709450 3.442985 -0.59 0.80 0.71
H -3.383912 -1.070395 -0.353147 -0.06 0.07 0.17
H -4.487677 0.090530 0.409905 0.11 0.12 0.06
H -3.784701 -1.204022 1.396993 -0.08 0.15 -0.23
H -2.282553 1.116981 0.056776 0.07 -0.22 0.34
H -2.625962 0.988648 1.796231 0.07 -0.22 0.27
H -1.779587 -2.083356 1.845561 -0.33 0.15 -0.07
H -0.053309 -1.679214 1.946557 -0.35 0.16 -0.09
H -2.279450 -0.329829 3.577282 0.26 -0.10 0.10
H -1.090447 -1.504645 4.169647 0.00 -0.11 -0.14
H -0.526474 0.084480 3.624460 -0.15 -0.11 -0.02
```
Positions in Å, forces in eV/Å.

Calculated values
Charge: +3
2S+1: 5
Relative energy (zero: lowest compared OMol25 entry of this formula, charge and spin) (kcal/mol): 0.00
Lowest unoccupied orbital energy (spin up / spin down) (eV): -10.98 / -15.25
Frontier orbital gap (spin up / spin down) (eV): 7.388 / 7.133

---

E_tot values, unit Eh, following the record order: -7685.2756; -769.0197; -2146.9588.